# 1
ORCA calculation (the ωB97M-V functional and the def2-TZVPD basis) on C27H34ClN6O2Tb as an isolated structure.

Geometry as XYZ:
```
71
Properties=species:S:1:pos:R:3:mulliken_charge:R:1
Tb -0.07 0.27 0.63 0.345
Cl 5.96 0.06 4.63 -0.077
C 4.67 -0.19 3.52 0.289
C 4.96 -0.65 2.22 -0.691
C 3.95 -0.86 1.31 -0.289
C 2.61 -0.61 1.64 0.451
O 1.66 -0.84 0.74 -0.497
C 2.32 -0.13 2.95 0.996
C 1.01 0.13 3.44 -0.355
O -0.04 0.15 2.76 -0.523
C 3.37 0.05 3.89 -1.040
H 5.98 -0.85 1.95 0.450
H 4.17 -1.25 0.32 0.523
H 0.91 0.33 4.51 0.401
H 3.14 0.40 4.88 0.447
C -4.97 -1.10 -2.23 -1.267
N -3.98 -0.13 -1.78 0.266
C -4.42 1.25 -1.81 -0.764
C -2.79 -0.49 -1.25 0.492
N -2.11 0.22 -0.36 0.592
C -2.74 1.06 0.61 0.455
C -3.89 0.61 1.22 -0.483
C -4.53 1.32 2.24 -1.001
C -3.97 2.48 2.69 -1.028
C -2.76 2.97 2.15 0.904
C -2.20 4.14 2.71 -0.891
C -1.01 4.63 2.27 -1.249
C -0.35 3.98 1.22 -0.319
C -0.88 2.87 0.60 -0.023
N -0.12 2.27 -0.46 0.606
C 0.37 3.04 -1.43 0.169
N 1.53 2.67 -2.03 0.076
C 1.70 2.76 -3.48 -1.116
C 2.40 1.70 -1.41 -1.171
N -0.23 4.18 -1.83 0.361
C 0.51 5.34 -2.31 -1.257
C -1.65 4.40 -1.68 -0.245
C -2.11 2.28 1.07 -0.242
N -2.24 -1.67 -1.67 0.089
C -2.23 -2.04 -3.08 -1.123
C -1.16 -2.26 -0.90 -1.246
H -5.91 -0.88 -1.73 0.402
H -4.66 -2.11 -1.96 0.403
H -5.13 -1.04 -3.30 0.396
H -4.87 1.44 -2.79 0.495
H -3.57 1.91 -1.69 -0.110
H -5.15 1.46 -1.03 0.319
H -4.31 -0.33 0.89 0.581
H -5.44 0.94 2.67 0.462
H -4.44 3.04 3.49 0.461
H -2.74 4.63 3.51 0.463
H -0.57 5.51 2.71 0.489
H 0.60 4.36 0.87 0.610
H 0.91 3.35 -3.93 0.416
H 1.65 1.75 -3.91 0.345
H 2.66 3.19 -3.72 0.325
H 2.49 1.89 -0.33 0.300
H 3.39 1.79 -1.84 0.470
H 2.06 0.66 -1.58 0.324
H 1.58 5.19 -2.17 0.401
H 0.20 6.20 -1.72 0.385
H 0.30 5.55 -3.36 0.390
H -2.16 3.45 -1.53 -0.421
H -2.03 4.86 -2.59 0.530
H -1.87 5.06 -0.84 0.291
H -2.95 -1.44 -3.63 0.412
H -2.48 -3.09 -3.20 0.341
H -1.24 -1.86 -3.50 0.348
H -1.39 -2.26 0.17 0.418
H -0.18 -1.78 -1.10 0.371
H -1.04 -3.30 -1.21 0.369
```

Summary:
electronic energy	-2812.29571	a.u.
total charge	+2
multiplicity	7
relative energy (zero: lowest compared OMol25 entry of this formula, charge and spin)	147.5	kcal/mol
frontier orbital gap (spin up / spin down)	6.1 / 4.5	eV
⟨S²⟩	12.9447

---

# 2
ORCA calculation (the ωB97M-V functional and the def2-TZVPD basis) on C13H24AlINO7 as an isolated structure.

Geometry as XYZ:
```
47
Properties=species:S:1:pos:R:3:mulliken_charge:R:1
C -0.67 -2.99 -2.04 -0.884
C -0.03 -4.41 -2.09 -0.684
C -0.21 -5.21 -0.77 -0.440
N 0.84 -4.76 0.18 -0.442
Al -0.07 -3.79 1.58 0.162
C 1.22 -2.57 2.64 -0.605
C 0.59 -1.21 2.74 0.103
O 1.08 -0.21 2.40 -0.465
I -1.45 -1.22 3.58 -0.134
H 0.06 -2.29 -1.62 0.189
H -0.88 -2.69 -3.09 0.349
H -1.58 -2.99 -1.44 0.247
H 1.06 -4.28 -2.18 0.303
H -0.42 -4.99 -2.95 0.381
H -1.21 -5.03 -0.32 0.161
H -0.14 -6.30 -0.97 0.354
H 1.29 -5.57 0.60 0.162
H -1.13 -2.84 0.83 -0.183
H -0.96 -4.75 2.52 -0.291
H 2.23 -2.52 2.22 0.331
H 1.26 -2.94 3.68 0.330
C 1.26 2.48 3.21 -1.452
C 1.10 3.95 2.90 0.581
C 1.93 4.42 1.73 -0.420
O 2.14 5.80 2.05 -0.349
C 2.08 5.91 3.41 0.645
O 2.41 6.88 4.01 -0.555
O 1.61 4.77 3.96 -0.359
H 0.66 2.21 4.08 0.340
H 0.94 1.87 2.37 0.507
H 2.30 2.24 3.45 0.286
H 0.05 4.19 2.76 0.231
H 1.41 4.32 0.78 0.274
H 2.90 3.93 1.67 0.315
C -1.24 2.96 -4.09 -1.498
C -1.19 1.60 -3.44 0.579
C -2.47 0.81 -3.57 -0.537
O -2.44 -0.02 -2.41 -0.319
C -1.71 0.63 -1.47 0.591
O -1.64 0.31 -0.33 -0.445
O -1.06 1.71 -2.02 -0.329
H -0.30 3.49 -3.92 0.356
H -1.41 2.88 -5.16 0.379
H -2.03 3.57 -3.65 0.354
H -0.34 1.03 -3.81 0.259
H -2.51 0.21 -4.48 0.309
H -3.37 1.43 -3.52 0.315
```

Summary:
electronic energy	-1631.40315	a.u.
total charge	-1
frontier orbital gap	6.8	eV

---

# 3
ORCA calculation (the ωB97M-V functional and the def2-TZVPD basis) on C12H8Cl2NO2PtSe2Te2 as an isolated structure.

Geometry as XYZ:
```
30
Properties=species:S:1:pos:R:3:mulliken_charge:R:1
Pt 1.29 0.82 -0.87 0.719
Se 3.67 0.80 -1.67 -0.322
Te 5.00 2.90 -1.24 -0.242
Te 2.66 4.25 -0.66 -0.018
Se 1.21 2.76 -2.19 -0.586
Cl -5.92 2.57 0.00 -0.258
C -4.29 2.01 0.02 0.156
C -3.20 2.76 -0.54 -0.696
C -1.93 2.28 -0.46 -0.334
C -1.60 1.02 0.09 0.775
O -0.52 0.29 -0.34 -0.640
C -2.67 0.37 0.77 0.163
C -2.61 -0.92 1.51 0.141
O -3.44 -1.44 2.27 -0.585
C -3.96 0.89 0.73 -0.648
H -3.46 3.67 -1.01 0.459
H -1.14 2.91 -0.91 0.154
H -1.70 -1.53 1.35 0.236
H -4.72 0.30 1.23 0.439
Cl 0.88 -4.71 -0.89 -0.238
C 1.75 -3.32 -0.28 0.235
C 3.11 -3.41 0.12 -0.268
C 3.77 -2.22 0.51 -0.318
C 3.10 -1.05 0.59 -0.436
N 1.75 -0.97 0.25 -0.171
C 1.04 -2.14 -0.08 -0.202
H 3.56 -4.43 0.20 0.327
H 4.79 -2.28 0.82 0.397
H 3.66 -0.13 0.92 0.437
H -0.08 -2.05 -0.23 0.324
```

Summary:
electronic energy	-7045.96274	a.u.
total charge	-1
multiplicity	3
relative energy (zero: lowest compared OMol25 entry of this formula, charge and spin)	0.0	kcal/mol
frontier orbital gap (spin up / spin down)	4.1 / 5.3	eV
⟨S²⟩	2.0186

---

# 4
ORCA calculation (the ωB97M-V functional and the def2-TZVPD basis) on H25O13 as an isolated structure.

Geometry as XYZ:
```
38
Properties=species:S:1:pos:R:3:mulliken_charge:R:1
O -0.40 -0.25 -0.61 -0.029
H 0.00 0.45 0.03 0.242
H -1.15 1.08 2.41 0.295
O -2.90 -2.01 0.21 -0.704
H -2.37 -1.38 0.74 0.302
H 1.93 0.80 0.23 0.120
O -1.56 0.80 1.58 -0.540
H -1.35 1.55 1.02 0.254
O -0.11 -2.84 -1.26 -0.697
H 0.02 -1.95 -0.86 0.322
H 0.28 -3.44 -0.61 0.330
O 0.86 0.03 2.91 -0.699
H 2.50 -1.33 2.20 0.329
H 1.55 0.43 3.45 0.179
O -0.93 -1.41 4.18 -0.661
H -0.19 -0.77 4.26 0.374
H -1.03 -1.51 3.23 0.281
O 1.66 3.54 2.09 -0.688
H 1.20 2.84 1.58 0.374
H -0.57 0.26 -1.41 -0.119
O 1.20 1.12 0.76 -0.757
H 0.97 0.54 1.88 0.290
H 1.46 -2.29 2.44 0.330
O 2.37 -2.28 2.13 -0.668
H 2.18 2.85 2.53 0.285
H -2.20 -2.48 -0.26 0.325
O -1.75 2.07 -2.75 -0.676
H -1.43 2.43 -1.93 0.290
H -2.03 1.16 -2.59 0.361
O -2.72 -0.40 -2.99 -0.777
H -2.18 -0.76 -2.28 0.395
H -2.18 -0.18 -3.74 0.362
O 1.26 2.44 -3.15 -0.618
H 1.78 1.64 -3.00 0.303
H 0.65 2.40 -2.40 0.307
O 1.88 -0.69 -3.45 -0.641
H 2.07 -1.56 -3.81 0.291
H 1.25 -0.91 -2.75 0.331
```

Summary:
electronic energy	-993.17801	a.u.
total charge	-1
relative energy (zero: lowest compared OMol25 entry of this formula, charge and spin)	37.5	kcal/mol
frontier orbital gap	9.8	eV

---

# 5
ORCA calculation (the ωB97M-V functional and the def2-TZVPD basis) on one molecule with the formula CH3BrOS.

Geometry as XYZ:
```
7
Properties=species:S:1:pos:R:3:mulliken_charge:R:1
C 0.12 0.33 -0.73 -0.764
O -1.60 -0.10 1.73 -0.199
S 0.04 0.35 1.12 0.164
Br 1.03 -1.59 1.38 -0.162
H -0.38 1.31 -1.18 0.263
H -0.35 -0.54 -1.24 0.346
H 1.15 0.23 -1.09 0.352
```

Summary:
electronic energy	-3087.14941	a.u.
multiplicity	3
relative energy (zero: lowest compared OMol25 entry of this formula, charge and spin)	42.9	kcal/mol
frontier orbital gap (spin up / spin down)	6.2 / 7.8	eV
⟨S²⟩	2.0165

---

# 6
ORCA calculation (the ωB97M-V functional and the def2-TZVPD basis) on a 6-piece molecular cluster, C12H32F2N6O11S2 overall.

Geometry as XYZ:
```
65
Properties=species:S:1:pos:R:3:mulliken_charge:R:1
C 4.15 -3.13 3.27 -1.184
C 3.99 -1.70 2.80 0.700
O 4.60 -0.74 3.14 -0.382
N 2.94 -1.69 1.64 0.097
H 2.61 -2.63 1.47 0.394
H 2.09 -1.23 1.94 0.144
C 3.59 -1.04 0.28 -0.669
H 5.01 -3.28 3.92 0.344
H 4.26 -3.80 2.42 0.369
H 3.22 -3.41 3.76 0.370
H 4.45 -1.57 -0.12 0.375
H 3.91 -0.02 0.44 0.337
H 2.78 -1.17 -0.44 0.174
C -1.07 1.45 -7.39 -1.256
C -1.38 1.07 -5.98 0.611
O -2.42 0.54 -5.62 -0.359
N -0.23 1.34 -5.06 -0.114
H 0.42 0.59 -5.28 0.391
H 0.13 2.27 -5.25 0.405
C -0.55 1.18 -3.51 -0.686
H -1.07 2.53 -7.50 0.385
H -1.82 1.24 -8.15 0.360
H -0.11 1.12 -7.79 0.367
H 0.40 1.12 -2.97 0.382
H -1.14 0.27 -3.46 0.159
H -1.18 2.04 -3.27 0.324
C -3.48 -2.00 -1.38 -1.085
C -2.29 -2.48 -2.32 0.545
O -2.59 -2.58 -3.51 -0.457
N -0.96 -3.07 -1.83 0.060
H -0.30 -2.84 -2.56 0.401
H -0.63 -2.64 -0.98 0.302
C -1.05 -4.55 -1.40 -0.761
H -3.98 -2.85 -0.91 0.404
H -4.17 -1.53 -2.08 0.338
H -3.11 -1.35 -0.60 0.335
H -0.07 -4.91 -1.09 0.321
H -1.36 -5.07 -2.31 0.353
H -1.82 -4.43 -0.64 0.392
C 1.65 4.07 0.96 -0.971
C 0.63 3.87 2.02 0.771
O 0.61 4.46 3.10 -0.452
N -0.46 2.84 1.86 0.834
H -0.11 2.00 1.40 -0.308
H -0.76 2.47 2.75 0.232
C -1.55 3.33 0.90 -0.840
H 1.22 4.53 0.07 0.320
H 2.00 3.10 0.62 0.192
H 2.51 4.64 1.32 0.347
H -1.14 3.08 -0.08 0.342
H -1.85 4.38 1.01 0.358
H -2.39 2.64 0.99 0.347
N -1.35 1.25 6.20 -0.356
S -2.55 0.05 6.00 1.083
O -2.28 -1.30 6.47 -0.552
O -3.50 0.16 4.87 -0.592
F -3.57 0.75 7.03 -0.269
S -0.48 0.61 5.07 1.057
O -0.91 1.03 3.72 -0.591
O 0.23 -0.62 5.32 -0.565
F 0.66 1.69 5.28 -0.323
N 0.38 0.00 0.36 1.325
O 0.07 0.81 -0.48 -0.704
O 0.38 -1.13 0.07 -0.969
O 0.82 0.26 1.48 -0.902
```

Summary:
electronic energy	-2627.82165	a.u.
total charge	+2
relative energy (zero: lowest compared OMol25 entry of this formula, charge and spin)	126.4	kcal/mol
frontier orbital gap	6.1	eV